15
Properties=species:S:1:pos:R:3 method="wB97M-V/def2-TZVPD" e_homo_ev=-9.4 orbital_gap_ev=10.3 lumo_ev=0.90 charge=0 smiles="C#CCC=C=CC"
C -0.816 -1.700 2.535
C -0.348 -1.595 1.430
C 0.229 -1.509 0.081
C 1.049 -0.263 -0.167
C 1.030 0.402 -1.310
C 0.431 1.396 -1.912
C -0.630 1.810 -0.546
H -1.229 -1.797 3.516
H -0.571 -1.584 -0.665
H 0.884 -2.371 -0.072
H 1.671 0.088 0.656
H 0.612 1.780 -2.932
H -1.081 0.832 -0.524
H -1.437 2.502 -0.198
H 0.205 2.009 0.107

=====

130
Properties=species:S:1:pos:R:3 method="wB97M-V/def2-TZVPD" e_homo_ev=-8.9 orbital_gap_ev=9.4 lumo_ev=0.50 charge=0 smiles=COC[C@H](C)N.COC[C@H](C)N.COCCNCCOC.CC(C)O.CC(C)O.CC(C)O.CC(C)O.CC(C)O.CC(C)O
C -0.616 3.442 -4.168
O -0.478 3.250 -2.784
C -1.663 3.449 -2.006
C -1.408 3.211 -0.492
C -2.615 3.651 0.344
N -0.190 3.842 -0.067
H -0.791 4.488 -4.419
H -1.365 2.875 -4.722
H 0.318 3.125 -4.633
H -2.011 4.480 -2.061
H -2.487 2.815 -2.334
H -1.238 2.161 -0.257
H -2.863 4.681 0.088
H -2.544 3.396 1.401
H -3.508 3.121 0.013
H 0.532 3.570 -0.720
H -0.347 4.788 -0.385
C 2.631 0.062 1.994
O 1.888 -0.643 1.022
C 0.690 -0.030 0.589
C 0.238 -0.931 -0.579
C -1.030 -0.363 -1.301
N -0.038 -2.263 -0.090
H 2.783 1.134 1.868
H 3.578 -0.456 2.148
H 2.016 -0.030 2.889
H -0.096 -0.101 1.341
H 0.761 1.027 0.332
H 1.100 -0.980 -1.244
H -1.714 -0.267 -0.458
H -1.528 -0.965 -2.061
H -0.896 0.601 -1.792
H 0.247 -2.944 -0.780
H 0.633 -2.251 0.665
C 2.548 1.872 -2.081
O 3.230 0.802 -1.465
C 3.623 -0.237 -2.316
C 4.147 -1.411 -1.530
N 3.144 -2.261 -0.950
C 3.823 -3.401 -0.342
C 2.857 -4.388 0.350
O 2.197 -3.897 1.541
C 2.946 -3.732 2.807
H 2.870 2.016 -3.112
H 2.814 2.774 -1.530
H 1.459 1.862 -2.031
H 4.453 0.089 -2.943
H 2.789 -0.526 -2.954
H 4.837 -1.062 -0.761
H 4.728 -1.938 -2.287
H 2.653 -1.714 -0.257
H 4.560 -3.076 0.391
H 4.358 -4.024 -1.058
H 3.469 -5.240 0.645
H 2.142 -4.823 -0.348
H 2.190 -3.570 3.575
H 3.643 -2.895 2.772
H 3.476 -4.673 2.955
C -7.534 0.392 -1.130
C -6.296 -0.449 -0.785
C -5.010 -0.271 -1.624
O -6.061 -0.294 0.572
H -7.741 0.274 -2.194
H -7.256 1.427 -0.933
H -8.415 0.088 -0.564
H -6.556 -1.499 -0.917
H -4.524 0.702 -1.681
H -5.127 -0.703 -2.618
H -4.196 -0.865 -1.208
H -5.375 -0.950 0.713
C -0.712 4.874 3.570
C 0.387 3.874 3.446
C 0.839 3.260 4.823
O -0.211 2.787 2.657
H -1.590 4.433 4.042
H -1.089 5.239 2.615
H -0.458 5.679 4.260
H 1.232 4.383 2.983
H 1.465 2.412 4.547
H -0.051 3.063 5.420
H 1.519 3.888 5.400
H -0.205 3.081 1.743
C -4.467 0.312 4.445
C -3.116 0.672 3.732
C -3.215 0.496 2.215
O -2.715 2.012 4.023
H -5.352 0.844 4.095
H -4.499 0.629 5.488
H -4.620 -0.767 4.421
H -2.364 0.046 4.213
H -3.771 -0.424 2.037
H -2.241 0.366 1.743
H -3.760 1.297 1.715
H -1.982 2.189 3.429
C -3.665 -5.977 -1.238
C -2.478 -5.007 -1.481
C -2.757 -4.000 -2.614
O -2.223 -4.361 -0.265
H -4.514 -5.429 -0.830
H -3.306 -6.654 -0.462
H -3.919 -6.531 -2.142
H -1.650 -5.642 -1.796
H -3.162 -4.510 -3.489
H -1.848 -3.504 -2.954
H -3.558 -3.301 -2.373
H -1.418 -3.839 -0.290
C 5.047 5.142 2.243
C 5.194 3.585 2.266
C 4.921 2.928 0.933
O 6.534 3.265 2.554
H 4.032 5.493 2.053
H 5.745 5.701 1.619
H 5.152 5.548 3.249
H 4.627 3.148 3.088
H 3.865 2.922 0.665
H 5.298 1.907 0.998
H 5.455 3.377 0.096
H 6.586 3.420 3.500
C 1.327 -2.954 -4.555
C 1.206 -4.119 -3.609
C 2.405 -5.061 -3.463
O 0.968 -3.630 -2.342
H 1.933 -2.101 -4.249
H 0.328 -2.524 -4.620
H 1.671 -3.236 -5.551
H 0.332 -4.711 -3.880
H 2.198 -5.796 -2.685
H 3.269 -4.445 -3.214
H 2.711 -5.625 -4.344
H 1.816 -3.469 -1.923

=====

26
Properties=species:S:1:pos:R:3 method="wB97M-V/def2-TZVPD" e_homo_ev=-12.0 orbital_gap_ev=8.1 lumo_ev=-3.84 charge=+1
C 1.768 -0.870 0.718
C 2.941 -0.273 0.154
C 1.187 1.067 0.093
C -2.063 0.876 -0.857
C -2.059 0.359 0.564
C -2.048 -1.437 -0.883
C 3.208 1.966 -0.948
C -2.313 -1.840 1.622
N 0.690 -0.031 0.625
N 2.456 0.985 -0.196
N -1.891 -0.391 -1.681
N -2.264 -1.067 0.396
O -1.786 1.903 -1.308
H 1.765 -1.744 1.185
H 3.953 -0.651 0.004
H -1.071 0.450 1.009
H -2.712 1.023 1.156
H 0.491 1.960 -0.067
H 3.712 2.588 -0.222
H 3.951 1.301 -1.491
H 2.550 2.514 -1.780
H -3.445 -1.996 1.855
H -1.842 -2.850 1.516
H -1.865 -1.186 2.319
H -1.606 -0.222 -2.621
H -1.708 -2.436 -1.160